(1)
Formula: C3H6CrO3
Source: OMol25
Level of theory: ωB97M-V/def2-TZVPD

Spin multiplicity: 5
M in g mol⁻¹: 142.074
ΔE to the lowest compared entry with this formula, charge and spin in eV: 1.105
E in Eh: -1387.2844
Orbital gap (alpha / beta) in eV: 6.613 / 7.861
Net charge: +2

Element x y z (Å)
H1 -0.72363 0.87660 -0.78725
O1 0.30232 -1.10943 -0.91112
C1 0.37000 -0.47580 0.11491
O2 1.25506 0.20796 0.63091
Cr1 3.10213 0.44170 0.77713
O3 -0.90508 0.38220 0.12859
C2 -2.21325 -0.27999 0.05166
C3 -3.27300 0.74317 0.36100
H2 -2.15811 -1.09894 0.77279
H3 -2.32274 -0.68544 -0.96085
H4 -3.11366 1.19888 1.34603
H5 -4.24609 0.23519 0.36898
H6 -3.30601 1.52561 -0.40918

(2)
Formula: C3H6CuO3
Source: OMol25
Level of theory: ωB97M-V/def2-TZVPD

Spin multiplicity: 1
M in g mol⁻¹: 153.624
E in Eh: -1983.7316
Orbital gap in eV: 8.198
Net charge: +1

Element x y z (Å)
H1 -2.47160 0.16494 0.58738
O1 0.02044 0.92493 1.07478
C1 0.03652 0.80384 -0.13958
O2 0.83527 -0.16748 -0.57645
Cu1 -0.21993 -1.26581 2.18698
O3 -1.08065 0.83615 -0.83714
C2 -2.17258 -0.00865 -0.45464
H2 -1.83057 -1.04739 -0.50917
H3 -3.00893 0.16587 -1.13921
C3 2.20442 -0.08727 -0.14012
H4 2.56512 0.81281 0.36825
H5 2.27943 -0.89183 0.59605
H6 2.84306 -0.24010 -1.01711

(3)
Formula: C3H6F2N2
Source: OMol25
Level of theory: ωB97M-V/def2-TZVPD

Spin multiplicity: 1
M in g mol⁻¹: 108.091
ΔE to the lowest compared entry with this formula, charge and spin in eV: 3.547
E in Eh: -427.0193
Orbital gap in eV: 9.198
Net charge: 0

Element x y z (Å)
C1 -0.45101 -0.42542 -0.88098
C2 0.63162 0.61280 -0.20212
C3 -0.90948 0.86530 -0.16475
H1 -1.41092 -1.54952 0.65276
H2 0.22921 -1.84683 0.02539
H3 -0.41149 -0.25008 -1.98999
H4 1.07417 1.16529 -0.95859
H5 0.84010 -0.00172 1.79448
H6 2.55858 0.11769 0.64864
N1 -0.74737 -1.61117 -0.17930
N2 1.44672 0.52851 0.92336
F1 -1.63409 1.73037 -0.89630
F2 -1.21605 0.66479 1.22739

(4)
Formula: C3H6F2N2
Source: OMol25
Level of theory: ωB97M-V/def2-TZVPD

Spin multiplicity: 1
M in g mol⁻¹: 108.091
ΔE to the lowest compared entry with this formula, charge and spin in eV: 0.649
E in Eh: -427.1258
Orbital gap in eV: 10.596
Net charge: 0

Element x y z (Å)
C1 -0.37282 1.07824 0.31707
C2 -1.04908 -0.32063 0.45737
C3 1.01349 -0.55672 -0.62106
N1 0.69981 0.86557 -0.70914
N2 -0.20400 -1.20903 -0.31083
F1 -2.30779 -0.35518 -0.04030
F2 1.94701 -0.67718 0.49253
H1 -1.18331 1.66654 -0.10108
H2 0.17807 1.31870 1.15228
H3 -1.26139 -0.45916 1.59889
H4 1.37285 -0.81297 -1.66181
H5 1.41790 1.55974 -0.65572
H6 -0.25074 -2.09792 0.08179

no.,maximum force (eV/Å)
1,7.8
2,6.8
3,5.1
4,3.8